Entry 1:
ORCA calculation (ωB97M-V/def2-TZVPD) on a cluster of 2 separate species, C2H8S2 in total at a distorted geometry.

Properties
Frontier orbital gap, Ha: 0.342
SMILES: CSS.C
Relative energy (zero: lowest compared OMol25 entry of this formula, charge and spin), eV: 0.307
Strongest force on any atom, eV/A: 1.141
Charge: 0
2S+1: 1

Atoms and positions in Å:
S  0.7986  -4.2357  2.9966
H  3.1934  -2.9549  0.0834
C  -2.4221  4.8690  -1.6490
H  -1.9931  3.9311  -1.3073
H  1.4831  -2.7416  -0.0777
S  2.3645  -3.1609  2.2176
H  -0.3335  -3.7118  2.4858
H  -1.6940  5.6157  -1.3168
H  -2.5057  4.9264  -2.7324
H  2.2677  -4.3779  0.1733
C  2.2422  -3.3265  0.4306
H  -3.4010  5.1670  -1.3042



Entry 2:
ORCA calculation (ωB97M-V/def2-TZVPD) on a cluster of 2 separate species, C2H8S3 in total at a distorted geometry.

Properties
Frontier orbital gap, Ha: 0.312
SMILES: CSC.SS
Relative energy (zero: lowest compared OMol25 entry of this formula, charge and spin), eV: 0.715
Strongest force on any atom, eV/A: 2.105
Charge: 0
2S+1: 1

Atoms and positions in Å:
H  -0.0690  -2.2058  2.0917
H  1.8072  1.8493  1.2797
H  0.5680  1.2241  -2.0130
H  -1.9349  -0.4730  -0.4734
H  2.7671  0.4655  2.0776
H  1.5772  -2.0990  2.1731
H  2.1655  0.4081  0.3442
H  0.7773  -1.6188  0.4692
S  0.4555  0.0923  2.0807
C  1.9666  0.7685  1.3639
S  -0.0086  -0.0546  -2.1904
S  -1.9298  0.4475  -1.3724
C  0.7116  -1.6540  1.5969